No. 1
312
Properties=species:S:1:pos:R:3:mulliken_charge:R:1 method="wB97M-V/def2-TZVPD" charge=+2 homo_ev=-11.36 total_energy_ha=-11623.43936
C -32.86 14.96 0.47 -0.4007
C -32.24 15.78 1.57 -1.1284
C -31.40 14.99 2.58 -0.5813
C -32.18 13.88 3.26 0.0140
N -31.41 13.14 4.33 0.5433
C -30.22 12.35 3.90 -0.6543
C -30.01 11.32 5.01 -0.8012
C -31.44 11.03 5.53 -0.7629
C -32.35 12.18 5.01 -0.1714
C -30.97 14.09 5.40 -1.0741
H -33.63 14.28 0.83 -0.4551
H -32.16 14.25 -0.01 0.6739
H -33.27 15.64 -0.27 0.6326
H -33.10 16.24 2.10 0.2451
H -31.61 16.58 1.14 0.3743
H -31.02 15.73 3.28 0.4239
H -30.56 14.60 2.00 0.3178
H -32.48 13.15 2.53 -0.2948
H -33.10 14.21 3.75 0.1677
H -29.41 13.04 3.78 0.4494
H -30.37 11.99 2.90 0.4913
H -29.37 11.69 5.80 0.3349
H -29.53 10.45 4.55 0.4359
H -31.52 10.79 6.60 0.3278
H -31.88 10.18 5.03 0.3799
H -32.86 12.74 5.78 0.4599
H -33.09 11.80 4.32 -0.0284
H -30.14 14.69 5.06 0.3574
H -30.67 13.46 6.26 0.5058
H -31.77 14.74 5.78 0.2801
C -31.45 1.87 1.35 -1.2980
C -32.96 2.01 1.14 -0.5997
C -33.37 2.67 -0.19 -0.3206
C -34.76 3.13 0.05 -1.2227
N -35.57 3.67 -1.12 0.6786
C -34.88 4.82 -1.80 -0.6664
C -36.01 5.34 -2.67 -0.5672
C -37.32 5.04 -1.88 1.1031
C -36.83 4.32 -0.66 -1.4933
C -35.74 2.55 -2.02 -0.6194
H -31.31 1.48 2.38 0.3708
H -30.93 2.81 1.19 0.3399
H -31.06 1.12 0.65 0.3255
H -33.42 2.66 1.89 0.4175
H -33.46 1.07 1.31 0.4237
H -33.30 2.00 -1.04 0.2896
H -32.69 3.45 -0.53 0.4214
H -34.75 3.89 0.83 0.5679
H -35.40 2.34 0.41 0.3522
H -33.98 4.44 -2.28 0.6204
H -34.60 5.57 -1.05 0.0741
H -36.05 4.89 -3.66 0.1754
H -35.80 6.37 -2.92 0.5855
H -38.06 4.46 -2.45 -0.4562
H -37.81 5.97 -1.54 -0.3636
H -37.48 3.58 -0.20 0.8835
H -36.54 5.09 0.06 0.3360
H -36.23 2.85 -2.94 0.1113
H -36.38 1.83 -1.50 0.3318
H -34.75 2.13 -2.18 0.2116
C -28.26 10.73 -3.86 -1.2269
C -29.54 10.25 -4.59 -0.5077
C -29.94 11.20 -5.70 0.6680
C -31.01 10.52 -6.50 -0.9195
N -31.34 11.23 -7.76 0.7258
C -30.12 11.42 -8.69 -0.6237
C -30.09 12.94 -9.07 -0.3077
C -31.52 13.43 -8.78 -0.6923
C -31.88 12.63 -7.54 1.0957
C -32.34 10.44 -8.51 -0.9104
H -28.17 10.23 -2.88 0.3707
H -28.47 11.76 -3.61 0.2459
H -27.34 10.73 -4.46 0.3369
H -30.36 10.06 -3.89 0.1812
H -29.33 9.25 -4.96 0.4678
H -29.13 11.52 -6.34 0.3932
H -30.31 12.11 -5.21 -0.5641
H -31.94 10.51 -5.92 0.0203
H -30.78 9.49 -6.72 0.5983
H -30.24 10.78 -9.60 0.3025
H -29.17 11.15 -8.23 0.4470
H -29.80 13.13 -10.12 0.4466
H -29.38 13.55 -8.47 0.0617
H -32.26 13.23 -9.60 0.2671
H -31.54 14.53 -8.56 0.4706
H -32.96 12.66 -7.41 -0.6285
H -31.36 13.09 -6.69 -0.5881
H -32.67 10.91 -9.41 0.4828
H -33.17 10.32 -7.82 0.1244
H -31.95 9.44 -8.76 0.3614
C -39.20 6.40 -6.62 -1.5965
C -38.73 5.24 -5.81 0.2643
C -39.38 3.96 -6.29 -0.8458
C -39.22 2.96 -5.16 -0.8976
N -39.60 1.50 -5.55 0.4976
C -39.44 0.53 -4.33 -0.5045
C -38.05 -0.04 -4.60 -0.1933
C -38.12 -0.32 -6.10 -0.7204
C -38.73 0.95 -6.66 -0.3532
C -41.01 1.56 -6.01 -1.2085
H -40.27 6.60 -6.50 0.4233
H -39.00 6.18 -7.69 0.4110
H -38.64 7.29 -6.34 0.3388
H -39.04 5.29 -4.78 -0.0033
H -37.63 5.10 -5.89 0.2617
H -38.91 3.67 -7.22 0.4392
H -40.42 4.18 -6.59 0.4937
H -39.82 3.28 -4.29 0.4084
H -38.15 3.01 -4.87 0.1523
H -40.27 -0.14 -4.54 0.3932
H -39.60 1.15 -3.44 0.2617
H -37.82 -0.96 -4.08 0.4711
H -37.27 0.67 -4.36 -0.0194
H -38.73 -1.23 -6.28 0.3351
H -37.14 -0.49 -6.54 0.3758
H -39.35 0.82 -7.53 0.3143
H -37.96 1.73 -6.90 0.2699
H -41.35 0.54 -6.29 0.4825
H -41.13 2.27 -6.80 0.4185
H -41.63 1.84 -5.17 0.4042
C -37.39 16.96 -0.65 -1.2463
C -36.05 16.47 0.02 0.1531
C -36.32 16.09 1.43 -0.2168
C -37.12 14.72 1.44 0.2525
N -37.64 14.28 2.76 1.1035
C -38.72 13.22 2.62 0.3018
C -39.43 13.22 3.94 -0.4615
C -39.30 14.63 4.50 -1.0376
C -38.31 15.37 3.54 -0.5090
C -36.54 13.74 3.55 -1.1485
H -37.14 17.64 -1.47 0.5815
H -37.99 17.58 0.01 0.3291
H -38.02 16.16 -1.06 -0.0694
H -35.37 17.27 0.16 0.6620
H -35.55 15.68 -0.55 -0.4117
H -36.94 16.93 1.85 0.3571
H -35.39 15.99 2.03 -0.0993
H -36.45 13.93 1.11 -0.0688
H -37.88 14.76 0.71 -0.7767
H -38.32 12.25 2.34 -0.1336
H -39.32 13.62 1.80 -0.4530
H -39.06 12.51 4.71 0.3789
H -40.45 12.86 3.78 0.5407
H -38.95 14.64 5.52 0.3998
H -40.21 15.22 4.44 0.3517
H -37.56 16.05 3.99 0.4329
H -38.94 15.88 2.79 0.3053
H -35.63 14.33 3.41 0.4443
H -36.24 12.76 3.12 0.1034
H -36.81 13.67 4.61 0.4816
C -40.35 10.08 -6.77 -0.8349
C -41.28 10.67 -5.72 -0.5973
C -41.07 12.14 -5.38 1.7322
C -40.97 13.04 -6.63 -1.4907
N -41.06 14.56 -6.33 0.5075
C -42.51 14.90 -5.88 -0.4313
C -42.75 16.39 -6.28 -0.1041
C -41.63 16.70 -7.33 -0.8921
C -40.92 15.39 -7.53 -0.6141
C -40.09 14.91 -5.15 -0.9981
C -38.61 14.77 -5.50 0.4104
C -37.85 15.30 -4.28 -1.2979
H -39.30 10.33 -6.58 0.1597
H -40.53 10.43 -7.78 0.3601
H -40.55 8.99 -6.80 0.0687
H -41.15 9.97 -4.89 0.1071
H -42.32 10.50 -5.95 0.6972
H -40.09 12.26 -4.86 -1.0676
H -41.90 12.47 -4.75 -0.0941
H -41.79 12.85 -7.32 0.6806
H -40.00 12.79 -7.06 0.4295
H -42.75 14.58 -4.84 0.1233
H -43.13 14.21 -6.50 0.5318
H -42.53 16.98 -5.40 -0.1047
H -43.79 16.54 -6.64 0.5125
H -40.94 17.44 -6.91 0.3342
H -42.09 17.09 -8.24 0.4124
H -39.91 15.57 -7.84 0.2674
H -41.41 14.80 -8.32 0.5789
H -40.44 14.35 -4.26 0.1587
H -40.27 15.97 -4.93 0.5188
H -38.21 15.22 -6.41 0.6912
H -38.38 13.72 -5.62 -0.7340
H -38.19 16.34 -4.11 0.7458
H -36.79 15.38 -4.54 0.4700
H -38.00 14.79 -3.32 -0.2264
C -48.84 17.78 2.15 -1.1383
C -48.20 17.04 0.90 -0.8293
C -46.70 17.33 0.72 -0.0802
C -45.86 16.75 1.85 -1.2096
N -44.43 16.93 1.69 1.2230
C -43.93 16.13 0.34 -1.5437
C -42.48 15.81 0.65 0.7433
C -42.33 15.72 2.18 0.6222
C -43.69 16.17 2.75 -1.5313
C -43.99 18.38 1.57 -0.7007
C -44.15 19.25 2.81 -0.6372
C -43.69 20.72 2.47 -1.3911
H -48.55 17.25 3.06 0.2745
H -49.92 17.86 2.15 0.3923
H -48.48 18.80 2.26 0.3038
H -48.58 17.38 -0.05 0.4170
H -48.36 15.97 0.99 0.3888
H -46.57 18.43 0.68 0.3060
H -46.44 16.93 -0.25 0.2093
H -46.15 15.72 1.99 0.5756
H -46.08 17.32 2.76 0.4554
H -44.10 16.78 -0.51 0.7960
H -44.55 15.26 0.21 0.3165
H -41.86 16.63 0.32 -0.3353
H -42.30 15.00 -0.02 -0.0877
H -41.57 16.37 2.63 0.0075
H -42.14 14.65 2.45 -0.0145
H -43.63 16.79 3.64 0.5436
H -44.36 15.35 3.06 0.3722
H -44.48 18.83 0.72 0.4277
H -42.91 18.31 1.42 0.4953
H -43.57 18.85 3.63 0.2613
H -45.19 19.32 3.11 0.2488
H -44.41 21.11 1.72 0.3253
H -42.72 20.78 2.05 0.4040
H -43.81 21.44 3.29 0.3999
C -33.32 11.70 -2.75 -0.7790
C -34.27 12.88 -2.87 0.2685
C -35.69 12.38 -3.25 1.1646
C -36.12 11.42 -2.11 -0.5655
N -37.53 10.97 -2.10 1.7221
C -37.76 10.01 -0.91 0.4423
C -37.96 8.61 -1.45 1.1607
C -38.71 8.91 -2.75 -0.1533
C -37.85 10.08 -3.29 -0.2688
C -38.46 12.13 -2.10 0.0392
C -38.37 13.07 -0.91 2.0906
C -39.63 13.91 -0.92 -1.7002
H -33.36 11.00 -3.59 0.0121
H -33.57 11.02 -1.92 -0.5440
H -32.34 12.09 -2.50 0.6193
H -34.00 13.59 -3.65 0.8691
H -34.24 13.47 -1.92 -0.9841
H -35.58 11.90 -4.21 -0.5190
H -36.40 13.21 -3.35 -0.9053
H -36.04 12.03 -1.18 -0.5957
H -35.51 10.52 -2.11 1.4057
H -38.69 10.31 -0.41 -0.2040
H -36.97 10.10 -0.16 -0.1923
H -38.64 8.11 -0.75 0.0374
H -37.01 8.13 -1.61 -1.1201
H -39.72 9.32 -2.56 -0.0924
H -38.89 8.03 -3.42 -0.0158
H -38.38 10.68 -4.00 -0.4537
H -36.92 9.83 -3.79 0.3023
H -39.46 11.69 -2.20 -0.0628
H -38.27 12.66 -3.03 -0.0960
H -37.44 13.65 -0.95 -0.2988
H -38.34 12.39 -0.06 -0.0093
H -39.82 14.35 -1.91 -0.0481
H -39.57 14.79 -0.27 0.7139
H -40.46 13.29 -0.62 -0.0515
N -29.92 15.79 -4.89 -0.4690
S -30.43 14.66 -3.88 1.1603
O -29.41 14.30 -2.93 -0.7411
O -31.38 13.67 -4.28 -0.1121
F -31.36 15.64 -2.98 -0.3385
S -29.65 16.03 -6.41 1.1728
O -30.73 16.62 -7.07 -0.5892
O -28.83 15.07 -7.04 -0.6111
F -28.57 17.30 -6.25 -0.3431
N -34.51 9.71 0.20 0.1560
S -33.87 10.76 1.05 0.7947
O -33.18 11.91 0.48 -0.4299
O -33.48 10.38 2.38 -0.6746
F -35.28 11.47 1.43 -0.2423
S -34.03 8.21 -0.21 0.9579
O -32.65 7.95 -0.13 -0.6614
O -34.78 7.74 -1.28 -0.4226
F -34.65 7.15 0.83 -0.3773
N -35.49 11.58 -8.18 -0.4755
S -36.02 10.71 -6.99 1.4132
O -36.94 11.27 -6.02 -0.3074
O -35.00 9.81 -6.50 -0.8117
F -37.02 9.66 -7.78 -0.4664
S -35.78 13.19 -8.03 1.2458
O -35.14 13.93 -7.00 -0.5296
O -37.06 13.61 -8.42 -0.6625
F -35.00 13.68 -9.44 -0.3833
N -42.37 18.33 -1.37 0.1774
S -41.46 17.36 -2.17 0.2754
O -40.53 16.60 -1.29 -0.3163
O -41.10 17.57 -3.56 -0.6187
F -42.55 16.09 -2.28 -0.1084
S -42.44 19.89 -1.93 0.9509
O -42.78 20.03 -3.26 -0.5235
O -41.61 20.80 -1.27 -0.5855
F -43.92 20.25 -1.25 -0.3498
N -39.53 7.60 1.34 -0.2000
S -39.34 6.18 1.85 0.8086
O -38.31 5.51 1.01 -0.3968
O -40.50 5.43 2.41 -0.6262
F -38.33 6.28 3.22 -0.3841
S -40.33 8.99 1.61 1.0027
O -41.13 9.09 2.71 -0.6157
O -40.81 9.46 0.40 -0.3724
F -39.14 10.03 2.00 -0.2258
N -44.04 10.96 -2.44 -0.3325
S -45.26 11.33 -3.35 1.0252
O -45.09 10.71 -4.63 -0.6086
O -45.89 12.61 -3.27 -0.5786
F -46.38 10.41 -2.64 -0.3043
S -42.98 11.86 -1.54 1.0245
O -43.26 13.26 -1.24 -0.2399
O -41.66 11.62 -1.90 -0.7969
F -43.06 11.27 -0.02 -0.3366

---

No. 2
15
Properties=species:S:1:pos:R:3:mulliken_charge:R:1 method="wB97M-V/def2-TZVPD" s_squared=2.002 charge=+1 homo_ev="-13.54 / -13.54" relative_energy_kj_mol=0.00 spin_multiplicity=3 total_energy_ha=-1429.73961
C -2.99 0.39 -0.51 -0.5847
O -1.69 0.75 -0.16 -0.6118
H -3.37 -0.30 0.26 0.2133
H -3.68 1.25 -0.53 0.2586
H -3.04 -0.14 -1.48 0.2519
C 0.87 -1.34 0.52 -0.5262
O 1.46 -0.37 -0.33 -0.3098
C 2.45 0.55 0.21 -0.0544
O 2.10 1.78 -0.24 -0.6707
Tm 0.17 1.57 -1.05 1.6911
H -0.35 -1.26 0.70 0.1528
H 0.91 -2.28 -0.05 0.2763
H 1.27 -1.28 1.54 0.3225
H 3.42 0.19 -0.19 0.2642
H 2.47 0.47 1.32 0.3269